Arrangement A

{"formula": "C2H2O3S", "method": "ωB97M-V/def2-TZVPD", "species": ["S", "H", "C", "O", "H", "C", "O", "O"], "coordinates": [[-2.137, -0.224, -0.010], [-1.612, -1.422, 0.175], [-0.542, 0.538, -0.038], [1.801, 0.237, 0.050], [1.603, 1.213, 0.118], [0.646, -0.434, -0.048], [0.555, -1.651, -0.127], [-0.314, 1.743, -0.121]], "mulliken_charge": [-0.15, 0.18, 0.67, -0.46, 0.40, 0.48, -0.54, -0.57], "gap_ev": 10.0, "charge": 0, "homo_ev": -10.76}

=====

Arrangement B

{"formula": "C2H2O3S", "method": "ωB97M-V/def2-TZVPD", "species": ["O", "H", "O", "S", "C", "H", "O", "C"], "coordinates": [[0.619, 1.672, 0.195], [-2.621, -0.228, -0.414], [-1.800, 0.338, -0.282], [1.963, -0.599, -0.173], [0.552, 0.465, 0.048], [2.752, 0.333, 0.290], [-0.704, -1.580, 0.287], [-0.761, -0.402, 0.048]], "mulliken_charge": [-0.47, 0.37, -0.41, -0.17, 0.54, 0.16, -0.49, 0.47], "gap_ev": 9.9, "charge": 0, "homo_ev": -10.12}

=====

arrangement A ends up most stable, edging out the next structure by 5.6 kcal/mol.

=====

Arrangement A

{"formula": "C2H2O3S", "method": "ωB97M-V/def2-TZVPD", "species": ["C", "O", "O", "S", "O", "C", "H", "H"], "coordinates": [[-0.558, -0.147, -0.828], [0.689, 0.139, -0.255], [2.445, 0.346, 1.132], [-1.773, -0.961, -0.065], [-2.891, -1.101, -0.988], [1.296, 0.110, 1.029], [0.588, -0.130, 1.836], [-0.609, 0.202, -1.844]], "mulliken_charge": [-0.01, -0.28, -0.38, 0.30, -0.51, 0.28, 0.24, 0.36], "gap_ev": 8.8, "charge": 0, "homo_ev": -9.50}

=====

Arrangement B

{"formula": "C2H2O3S", "method": "ωB97M-V/def2-TZVPD", "species": ["H", "C", "O", "S", "O", "H", "C", "O"], "coordinates": [[-0.244, -2.548, 1.376], [0.314, -0.371, 0.233], [-1.121, 0.359, -1.629], [-0.366, -1.884, -0.105], [0.001, 1.923, -0.525], [0.527, 1.905, 0.420], [-0.315, 0.587, -0.751], [1.204, 0.030, 0.981]], "mulliken_charge": [0.21, 0.67, -0.49, -0.19, -0.50, 0.39, 0.46, -0.54], "gap_ev": 9.5, "charge": 0, "homo_ev": -10.66}

=====

Arrangement C

{"formula": "C2H2O3S", "method": "ωB97M-V/def2-TZVPD", "species": ["C", "C", "H", "O", "H", "O", "S", "O"], "coordinates": [[0.448, -0.554, 0.014], [1.029, 0.748, -0.007], [2.137, 0.740, -0.029], [-1.699, 0.870, 0.003], [0.922, -1.509, 0.032], [0.389, 1.771, -0.006], [-1.199, -0.450, 0.014], [-2.026, -1.617, -0.021]], "mulliken_charge": [-0.36, 0.09, 0.32, -0.40, 0.39, -0.48, 0.95, -0.51], "gap_ev": 9.4, "charge": 0, "homo_ev": -10.03}

=====

arrangement B ends up most stable, edging out the next structure by 25.4 kcal/mol.

=====

Arrangement A

{"formula": "C2H7N2P2", "method": "ωB97M-V/def2-TZVPD", "species": ["C", "H", "P", "C", "H", "H", "N", "H", "H", "H", "H", "P", "N"], "coordinates": [[-1.035, -0.119, 1.074], [-0.753, 0.535, 1.943], [0.072, 0.313, -0.436], [-2.199, 0.496, 0.386], [0.386, -0.940, -2.273], [1.904, 1.501, 0.560], [0.369, -1.085, -1.300], [-0.376, -1.724, -1.029], [2.182, 1.405, -0.947], [-3.151, 0.266, 0.666], [-1.218, -1.238, 1.475], [-1.913, 1.287, -1.084], [1.662, 0.878, -0.227]], "mulliken_charge": [-0.55, 0.32, 0.53, -0.19, 0.29, 0.31, -0.53, 0.29, 0.30, 0.46, 0.30, 0.06, -0.59], "gap_ev": 9.6, "charge": 1, "homo_ev": -14.30}

=====

Arrangement B

{"formula": "C2H7N2P2", "method": "ωB97M-V/def2-TZVPD", "species": ["P", "H", "H", "H", "H", "N", "H", "P", "C", "N", "H", "H", "C"], "coordinates": [[0.895, 0.644, -0.125], [3.197, 1.005, -0.047], [-2.325, 0.429, -1.516], [2.310, 2.301, 0.579], [-3.432, -0.878, 0.212], [2.318, 1.318, 0.347], [2.174, -1.307, -0.042], [-0.779, 1.810, -0.120], [-2.649, -0.179, 0.458], [1.313, -0.921, -0.413], [0.619, -1.605, -0.678], [-2.416, -0.081, 1.507], [-2.026, 0.522, -0.479]], "mulliken_charge": [0.67, 0.29, 0.39, 0.26, 0.27, -0.48, 0.28, 0.03, -0.40, -0.44, 0.26, 0.27, -0.40], "gap_ev": 8.8, "charge": 1, "homo_ev": -13.36}

=====

arrangement B ends up most stable, edging out the next structure by 3.6 kcal/mol.

=====

Arrangement A

{"formula": "C14H16N2O3S", "method": "ωB97M-V/def2-TZVPD", "species": ["O", "C", "H", "O", "C", "C", "H", "C", "S", "C", "N", "C", "H", "C", "H", "C", "H", "H", "C", "C", "H", "H", "H", "H", "C", "C", "H", "H", "C", "C", "N", "H", "H", "H", "H", "O"], "coordinates": [[2.825, 2.227, 0.724], [-0.236, 1.230, 0.815], [2.640, -0.035, 1.424], [2.312, 2.876, -1.584], [2.418, -0.870, 0.782], [-3.971, -0.435, -1.723], [0.368, 0.697, 2.791], [-2.094, 0.401, -0.515], [2.192, 1.923, -0.524], [0.320, 1.582, 2.158], [2.310, -1.708, -1.459], [0.478, 1.419, -0.363], [1.311, 2.012, 2.068], [-2.331, 0.484, 1.981], [-0.331, 2.303, 2.650], [1.808, -3.144, 0.378], [1.945, -2.263, 2.334], [-4.953, -0.823, -1.457], [2.044, -2.104, 1.270], [1.968, -2.891, -0.972], [-1.806, -0.193, 2.652], [2.952, 0.496, -2.147], [-2.489, 1.423, 2.510], [-1.782, 0.413, -2.650], [-1.531, 0.712, 0.734], [-1.366, 0.628, -1.680], [-3.413, -1.205, -2.263], [-3.296, 0.056, 1.732], [2.531, -0.718, -0.603], [-0.084, 1.131, -1.592], [2.885, 0.503, -1.140], [-4.091, 0.447, -2.359], [0.493, 1.321, -2.482], [1.516, -4.123, 0.725], [1.811, -3.663, -1.713], [-3.353, -0.110, -0.500]], "mulliken_charge": [-0.68, 1.29, 0.66, -0.70, -0.15, -0.93, 0.35, 0.86, 1.23, -1.97, -0.63, -0.02, 0.48, -1.64, 0.51, -0.45, 0.43, 0.26, -0.53, -0.41, 0.32, 0.37, 0.31, 0.47, 0.92, -0.70, 0.36, 0.34, 0.23, -1.48, -0.22, 0.36, 0.42, 0.39, 0.41, -0.46], "gap_ev": 9.5, "charge": 0, "homo_ev": -8.90}

=====

Arrangement B

{"formula": "C14H16N2O3S", "method": "ωB97M-V/def2-TZVPD", "species": ["C", "H", "H", "C", "H", "H", "H", "H", "C", "H", "H", "O", "C", "C", "C", "H", "H", "C", "H", "H", "N", "C", "C", "O", "S", "C", "C", "H", "H", "C", "H", "N", "O", "C", "H", "C"], "coordinates": [[-1.087, -1.974, 1.050], [-1.212, 0.793, -3.836], [-2.324, -5.072, 3.936], [0.294, -0.038, -0.150], [-0.841, 2.516, -3.834], [-0.485, -0.541, -1.991], [4.368, 0.641, 0.814], [-2.315, 1.904, -3.035], [2.274, 0.501, 1.038], [-0.892, 3.708, -1.594], [-2.581, -3.089, 0.347], [-1.640, -4.396, 3.795], [3.568, 1.184, 1.284], [-1.848, -3.872, 2.583], [-0.988, -2.721, 2.190], [3.834, 1.237, 2.354], [3.551, 2.222, 0.936], [-0.004, -1.000, 0.852], [-1.982, 2.634, -0.797], [2.861, 1.501, -1.483], [-2.076, -2.222, 0.114], [1.482, 0.696, -0.094], [-0.947, 2.779, -1.049], [-2.632, -4.375, 1.801], [0.394, -2.210, 3.148], [-0.468, 1.600, -1.909], [-1.255, 1.688, -3.221], [1.792, 2.747, -0.703], [-1.776, -2.082, -0.835], [0.892, -1.101, 1.911], [-0.412, 2.857, -0.092], [2.024, -0.401, 1.978], [0.913, 1.696, -2.249], [1.836, 1.713, -1.130], [-1.666, 0.233, -0.870], [-0.652, 0.244, -1.261]], "mulliken_charge": [0.01, 0.41, 0.35, 1.64, 0.41, 0.62, 0.31, 0.34, 0.28, 0.40, 0.29, -0.43, -1.36, 0.80, 0.07, 0.38, 0.38, -0.29, 0.46, 0.44, -0.42, 0.87, -1.74, -0.68, -0.33, 1.40, -1.77, 0.32, 0.19, -0.20, 0.38, -0.67, -0.48, -1.10, 0.59, -1.84], "gap_ev": 8.1, "charge": 0, "homo_ev": -7.93}

=====

arrangement B ends up most stable, edging out the next structure by 35.5 kcal/mol.

=====

Arrangement A

{"formula": "C12H25NO4Si", "method": "ωB97M-V/def2-TZVPD", "species": ["O", "H", "H", "H", "H", "H", "H", "O", "H", "O", "H", "H", "H", "Si", "H", "C", "C", "H", "C", "H", "H", "H", "H", "C", "N", "C", "H", "H", "H", "H", "H", "O", "C", "C", "H", "C", "C", "C", "C", "H", "C", "H", "H"], "coordinates": [[-0.991, -1.538, -3.910], [-2.479, -1.500, -0.756], [-3.937, -3.123, 0.302], [-1.239, 0.278, -0.498], [0.428, -0.593, -2.875], [0.860, -1.753, 1.573], [-1.813, -1.965, -3.741], [-3.252, -3.668, 0.665], [-0.947, -0.250, 1.083], [-2.872, -2.900, -2.024], [0.917, 4.860, -1.141], [-0.302, 2.682, -0.350], [-1.579, -2.241, 1.735], [1.778, 3.507, 0.738], [3.379, 1.446, 0.477], [1.259, 4.159, 2.460], [-0.588, -1.939, -1.508], [-1.336, -4.532, 2.474], [-1.999, -2.441, -1.066], [0.010, -2.825, -1.791], [1.105, -3.032, 0.480], [0.966, 5.155, 2.175], [0.461, 3.492, 2.939], [-1.945, -3.445, 0.099], [0.114, -1.358, -0.303], [0.350, -2.292, 0.732], [1.583, 0.683, 0.747], [2.009, 5.899, 0.008], [2.550, 4.863, -1.172], [2.195, 4.010, 2.999], [-1.679, -4.377, -0.399], [-0.579, -4.093, 2.046], [1.742, 4.917, -0.475], [-0.944, -3.036, 1.197], [3.761, 2.424, 1.959], [0.567, 2.297, 0.149], [-0.541, -1.078, -2.718], [0.653, 0.961, 0.297], [3.461, 2.511, 0.936], [4.308, 2.995, 0.404], [-0.437, -0.080, 0.204], [-3.774, -2.817, -1.773], [-1.219, -0.262, -2.379]], "mulliken_charge": [-0.56, 0.45, 0.35, 0.49, 0.41, 0.28, 0.33, -0.55, 0.40, -0.57, 0.35, 0.42, 0.08, 0.50, 0.30, -1.03, -0.42, 0.36, -0.11, 0.43, 0.47, 0.29, 0.28, 0.06, 0.30, -1.15, 0.09, 0.35, 0.38, 0.31, 0.18, -0.57, -1.24, 0.41, 0.35, -0.37, -0.72, -0.46, -1.20, 0.36, -0.67, 0.40, 0.24], "gap_ev": 9.0, "charge": 0, "homo_ev": -8.79}

=====

Arrangement B

{"formula": "C12H25NO4Si", "method": "ωB97M-V/def2-TZVPD", "species": ["H", "C", "H", "C", "C", "C", "H", "H", "C", "H", "N", "O", "H", "H", "C", "C", "H", "C", "C", "H", "C", "C", "H", "H", "H", "H", "O", "Si", "H", "H", "H", "H", "H", "H", "H", "C", "H", "O", "H", "H", "H", "O", "H"], "coordinates": [[0.908, -1.744, -2.377], [3.126, -2.556, -0.301], [-3.585, 0.510, -1.743], [0.415, 1.609, 1.440], [-2.017, 1.709, 0.931], [1.706, -0.991, -2.557], [3.831, -2.424, 0.524], [-0.190, -0.807, 2.465], [1.082, 1.001, 0.269], [-3.494, 1.640, 2.478], [-0.920, 1.040, 1.673], [-3.927, 3.158, 1.135], [-3.592, 0.237, 0.608], [-1.550, 2.434, 0.237], [-1.100, -0.457, 2.004], [4.392, -0.148, -1.686], [3.583, -3.303, -0.940], [-2.757, 0.682, -0.008], [-2.991, 2.393, 1.858], [5.263, -0.457, -1.112], [2.125, 0.220, 0.313], [-1.341, -1.316, 0.744], [0.338, 2.687, 1.348], [-2.106, -2.098, 0.941], [2.277, -1.312, -3.448], [-0.999, -0.113, -1.019], [-3.359, 1.261, -1.139], [2.792, -0.850, -1.053], [0.994, 1.391, 2.337], [4.469, -0.568, -2.663], [4.367, 0.920, -1.709], [-4.141, 2.704, 0.276], [-1.965, -0.529, 2.689], [-1.907, -1.937, -1.839], [0.575, -1.362, 0.311], [-1.856, -0.489, -0.455], [-2.417, 3.026, 2.543], [-0.162, -2.020, 0.354], [0.520, 1.103, -0.655], [2.697, 0.127, 1.208], [1.260, 0.006, -2.702], [-2.554, -1.377, -1.365], [2.211, -2.999, 0.088]], "mulliken_charge": [0.15, -1.16, 0.43, -1.32, -0.36, -0.88, 0.34, 0.51, 0.65, 0.29, 0.28, -0.56, 0.11, 0.46, -1.08, -1.18, 0.38, -0.14, -0.64, 0.31, -0.59, -0.06, 0.40, 0.43, 0.41, -0.16, -0.60, 0.38, 0.33, 0.33, 0.34, 0.39, 0.27, 0.40, 0.14, 0.64, 0.35, -0.56, 0.23, 0.38, 0.29, -0.69, 0.36], "gap_ev": 9.1, "charge": 0, "homo_ev": -8.50}

=====

arrangement B ends up most stable, edging out the next structure by 38.5 kcal/mol.